110
Properties=species:S:1:pos:R:3:forces:R:3 method="wB97M-V/def2-TZVPD" e_homo_ev="-17.13 / -17.13" total_charge=+4 homo_lumo_gap_ev="3.2 / 3.3" energy_ev=-212303.6950
Pt 0.027 -0.595 -0.830 -0.671 -1.601 2.155
O 0.780 0.745 1.650 0.032 -0.106 0.170
S 0.170 -0.584 1.483 0.238 0.985 -0.561
C 1.254 -1.762 2.211 -0.340 -0.208 -0.561
C 0.818 -2.522 3.291 0.019 -0.017 -0.010
C 1.712 -3.171 4.149 0.062 -0.023 0.005
C 3.061 -3.008 3.929 -0.069 -0.012 -0.002
C 4.259 -3.471 4.702 0.046 -0.037 0.065
C 5.481 -2.956 3.900 0.091 -0.024 0.060
C 4.895 -2.291 2.688 -0.030 -0.003 -0.100
C 5.479 -1.711 1.585 0.007 -0.018 0.049
C 4.637 -1.231 0.573 0.010 -0.120 0.014
C 3.247 -1.256 0.654 0.089 0.216 -0.145
P 2.326 -1.024 -0.860 0.169 -0.078 -0.423
C 3.135 0.366 -1.717 -0.140 -0.067 0.012
C 3.481 1.507 -0.954 -0.426 0.150 0.103
C 4.125 2.585 -1.567 0.292 -0.003 -0.239
C 4.394 2.547 -2.920 -0.004 0.162 0.195
C 4.027 1.424 -3.680 -0.088 -0.124 -0.011
C 3.394 0.341 -3.085 0.028 0.050 -0.032
C 2.511 -2.506 -1.861 0.026 0.161 -0.187
C 3.573 -3.397 -1.719 -0.001 0.023 -0.047
C 3.689 -4.466 -2.595 0.004 -0.016 0.030
C 2.756 -4.650 -3.607 0.011 0.006 0.009
C 1.686 -3.773 -3.745 -0.033 -0.010 -0.020
C 1.562 -2.708 -2.869 0.058 0.040 0.062
C 2.630 -1.752 1.824 -0.027 0.030 0.232
C 3.490 -2.318 2.775 0.005 0.040 0.034
C -1.317 -0.672 2.421 0.029 0.131 -0.421
C -1.133 -0.230 3.727 0.004 0.023 -0.006
C -2.120 -0.378 4.705 -0.027 0.017 0.007
C -3.286 -1.020 4.355 0.039 -0.004 0.011
C -4.491 -1.389 5.171 -0.066 0.004 0.055
C -5.465 -2.060 4.169 -0.092 0.000 0.040
C -4.748 -2.021 2.849 0.032 0.010 -0.109
C -5.121 -2.431 1.595 -0.007 -0.009 0.083
C -4.258 -2.148 0.524 0.001 0.027 0.015
C -3.014 -1.551 0.680 0.002 -0.266 -0.282
P -2.281 -0.755 -0.748 -0.318 0.490 0.014
C -3.084 0.876 -0.680 0.156 -0.033 -0.253
C -4.356 1.070 -1.213 0.007 0.050 -0.017
C -4.988 2.298 -1.072 -0.031 -0.015 -0.027
C -4.368 3.328 -0.376 0.005 -0.011 0.005
C -3.113 3.132 0.182 -0.005 -0.108 0.005
C -2.465 1.910 0.027 0.057 0.081 -0.011
C -2.748 -1.573 -2.273 0.188 0.051 -0.047
C -2.873 -2.964 -2.342 0.044 -0.010 0.041
C -3.229 -3.561 -3.540 0.051 -0.010 -0.004
C -3.425 -2.784 -4.677 0.019 0.012 -0.001
C -3.248 -1.406 -4.626 0.053 -0.012 -0.025
C -2.900 -0.798 -3.431 0.006 -0.024 -0.002
C -2.556 -1.220 1.980 0.044 -0.092 0.217
C -3.483 -1.419 3.018 0.026 -0.067 0.066
H -0.238 -2.591 3.509 -0.010 0.001 0.002
H 1.333 -3.747 4.982 -0.014 0.016 0.011
H 4.260 -4.557 4.809 -0.018 -0.003 -0.056
H 4.236 -3.076 5.720 -0.009 0.024 -0.012
H 6.171 -3.755 3.626 -0.052 -0.030 -0.038
H 6.072 -2.244 4.478 -0.030 0.032 -0.011
H 6.552 -1.669 1.461 0.003 0.041 0.013
H 5.104 -0.862 -0.335 0.000 0.004 -0.005
H 3.333 1.492 0.122 0.172 -0.073 0.019
H 4.444 3.434 -0.976 -0.019 0.002 0.003
H 4.907 3.373 -3.397 0.044 -0.024 -0.006
H 4.267 1.389 -4.735 -0.022 0.030 -0.018
H 3.128 -0.525 -3.678 0.067 -0.038 0.021
H 4.307 -3.266 -0.936 0.003 -0.010 0.006
H 4.515 -5.157 -2.489 -0.005 -0.010 0.000
H 2.859 -5.484 -4.288 -0.006 -0.004 -0.002
H 0.959 -3.923 -4.531 -0.015 -0.002 0.010
H 0.715 -2.026 -2.974 -0.015 -0.020 -0.053
H -0.186 0.222 3.996 0.006 -0.017 0.030
H -1.942 -0.016 5.709 0.014 0.003 0.000
H -4.928 -0.506 5.639 0.013 0.022 -0.031
H -4.217 -2.054 5.992 0.030 -0.024 -0.031
H -6.415 -1.529 4.107 0.019 0.024 -0.013
H -5.716 -3.083 4.454 0.066 -0.017 -0.012
H -6.072 -2.911 1.408 0.001 -0.005 -0.017
H -4.609 -2.380 -0.473 0.005 0.020 -0.012
H -4.862 0.271 -1.741 0.004 -0.002 -0.008
H -5.970 2.447 -1.499 -0.009 -0.006 0.019
H -4.875 4.276 -0.253 -0.015 0.001 0.000
H -2.654 3.920 0.762 -0.003 -0.003 0.030
H -1.506 1.741 0.512 -0.024 -0.007 0.040
H -2.702 -3.576 -1.465 -0.065 -0.006 0.013
H -3.357 -4.634 -3.589 0.006 -0.006 -0.004
H -3.710 -3.255 -5.608 -0.022 0.000 0.002
H -3.392 -0.808 -5.515 -0.004 -0.001 -0.005
H -2.777 0.278 -3.392 -0.080 0.009 0.008
C -0.370 5.333 1.239 0.237 0.025 -0.130
Ge 0.006 5.849 -0.599 -0.523 0.357 0.274
C 1.184 7.355 -0.878 0.112 -0.244 -0.078
C -1.442 5.620 -1.863 0.229 -0.123 -0.090
C 1.529 4.228 -1.165 0.142 -0.679 -0.177
Se 0.875 2.555 -0.975 0.745 0.560 -0.234
C 0.322 2.241 -2.796 0.025 -0.116 -0.068
H -1.317 5.778 1.547 -0.006 0.020 -0.014
H 0.412 5.702 1.902 -0.009 0.001 0.013
H -0.438 4.250 1.343 -0.060 0.007 0.058
H 0.609 8.254 -0.637 -0.032 -0.017 0.013
H 1.505 7.419 -1.916 -0.013 0.053 0.000
H 2.050 7.308 -0.221 -0.011 0.046 0.019
H -2.187 6.390 -1.646 0.005 0.010 0.023
H -1.923 4.647 -1.766 -0.042 0.027 0.017
H -1.098 5.772 -2.886 -0.025 0.026 -0.007
H 2.256 4.472 -0.393 -0.247 0.192 0.144
H 1.822 4.484 -2.182 -0.154 0.193 0.025
H -0.506 2.914 -3.027 0.027 0.044 0.078
H -0.015 1.206 -2.865 -0.027 0.037 -0.015
H 1.168 2.415 -3.462 0.035 0.026 0.045


124
Properties=species:S:1:pos:R:3:forces:R:3 method="wB97M-V/def2-TZVPD" e_homo_ev=-1.30 total_charge=-2 homo_lumo_gap_ev=4.6 energy_ev=-407397.3556
Ti 1.208 1.733 -0.944 -0.689 -0.436 0.469
C -2.525 4.540 3.074 0.091 -0.056 -0.008
C -1.413 3.631 2.528 0.000 0.072 0.040
N -0.273 4.305 1.937 0.303 0.082 0.008
C 0.585 5.035 2.859 -0.073 -0.058 0.014
C 1.348 4.158 3.841 -0.163 0.045 0.000
C -0.559 5.074 0.730 -0.065 -0.241 -0.161
C 0.172 4.576 -0.533 -0.137 -0.115 0.060
N -0.161 3.186 -0.893 -0.119 0.839 0.084
C -1.455 2.947 -1.256 -0.795 -0.100 0.064
C -1.895 1.596 -1.386 -0.397 0.066 0.097
F -0.496 -0.461 -0.397 -0.119 -0.121 -0.102
C -3.212 1.375 -1.039 0.192 0.284 0.041
F -3.655 0.125 -0.722 0.037 -0.219 -0.171
C -4.196 2.355 -0.920 -0.147 -0.112 0.001
C -3.790 3.635 -1.209 -0.057 -0.191 0.120
F -4.699 4.636 -1.238 -0.089 0.205 -0.003
C -2.462 3.939 -1.396 0.391 -0.131 -0.039
F -2.170 5.244 -1.663 -0.172 0.193 -0.082
H -3.352 3.926 3.443 0.009 0.073 0.001
H -2.162 5.160 3.899 -0.050 -0.017 -0.039
H -2.912 5.198 2.293 -0.024 -0.018 0.051
H -1.048 3.001 3.346 -0.003 -0.056 -0.082
H -1.835 2.959 1.775 0.024 0.009 -0.024
H 1.323 5.558 2.250 -0.028 -0.007 -0.010
H 0.018 5.804 3.420 0.046 0.090 -0.034
H 2.126 4.746 4.338 -0.077 -0.038 -0.001
H 1.823 3.356 3.285 0.116 -0.219 -0.045
H 0.699 3.733 4.614 0.059 -0.015 -0.069
H -1.632 5.085 0.535 0.019 0.014 0.140
H -0.259 6.116 0.899 -0.087 0.068 -0.161
H -0.074 5.245 -1.355 0.133 0.130 -0.017
H 1.235 4.653 -0.360 0.222 -0.183 0.030
H -5.215 2.119 -0.643 0.053 0.031 -0.059
Br 7.072 5.346 -0.880 0.005 -0.015 0.010
C 5.804 3.954 -1.093 -0.097 -0.204 -0.063
C 6.036 2.916 -1.982 -0.056 0.134 0.128
Br 7.640 2.839 -2.988 -0.018 -0.003 -0.004
C 5.069 1.905 -2.127 0.023 -0.277 -0.125
Br 5.300 0.451 -3.323 -0.035 0.060 0.040
C 3.885 1.920 -1.416 0.384 0.231 0.302
O 2.925 1.024 -1.507 0.565 0.010 -0.031
C 3.639 2.990 -0.484 0.185 -0.193 0.063
O 2.512 2.938 0.157 0.474 0.368 -0.141
C 4.615 3.973 -0.346 0.025 0.042 0.081
Br 4.239 5.349 0.904 -0.040 0.015 0.001
O 2.129 3.405 -2.765 -0.208 0.227 -0.400
C 1.312 2.498 -2.816 0.188 0.030 -0.042
C 0.593 2.110 -4.038 -0.339 -0.025 -0.576
C 0.934 2.722 -5.247 0.061 0.000 0.113
C 0.322 2.336 -6.422 0.000 0.048 -0.079
C -0.636 1.332 -6.373 -0.035 -0.037 0.064
C -0.975 0.735 -5.167 -0.092 0.051 -0.068
C -0.379 1.108 -3.955 0.133 -0.011 0.115
P -0.509 0.302 -2.192 0.631 -0.233 0.119
C 0.737 -1.159 -2.684 -0.134 -0.080 -0.322
C 0.691 -1.811 -3.921 0.281 0.023 0.090
C 1.563 -2.847 -4.241 -0.086 0.039 -0.059
C 2.512 -3.268 -3.320 -0.019 -0.092 0.025
C 2.562 -2.655 -2.077 0.056 -0.021 0.033
C 1.680 -1.625 -1.773 -0.081 -0.062 -0.083
C -1.933 -0.881 -2.618 -0.180 0.176 0.081
C -1.922 -2.194 -2.154 -0.047 -0.086 0.086
C -2.963 -3.072 -2.434 0.056 -0.019 0.039
C -4.041 -2.659 -3.207 -0.049 0.068 -0.039
C -4.069 -1.355 -3.680 0.023 -0.012 -0.009
C -3.033 -0.479 -3.375 0.027 -0.116 0.201
H 1.703 3.486 -5.228 -0.012 0.002 0.008
H 0.587 2.797 -7.367 0.007 0.000 0.043
H -1.124 0.997 -7.284 0.030 0.014 0.024
H -1.715 -0.050 -5.198 0.039 -0.038 0.015
H -0.043 -1.513 -4.658 -0.041 -0.017 -0.024
H 1.492 -3.335 -5.210 0.014 0.052 0.035
H 3.190 -4.080 -3.563 0.010 0.027 0.005
H 3.294 -2.974 -1.340 -0.059 0.030 -0.016
H 1.713 -1.194 -0.787 0.085 0.087 0.139
H -1.089 -2.522 -1.544 -0.008 0.005 -0.047
H -2.935 -4.089 -2.049 -0.043 0.111 -0.027
H -4.859 -3.337 -3.425 0.046 -0.018 -0.006
H -4.905 -1.011 -4.281 0.015 -0.001 0.051
H -3.105 0.552 -3.697 -0.013 0.015 -0.007
C -0.690 -0.654 4.549 -0.034 -0.068 -0.058
C -1.051 -2.085 4.090 -0.003 0.093 0.061
C -2.008 -1.992 2.888 0.075 -0.047 0.019
C -1.827 -2.729 5.250 -0.091 0.011 -0.064
C 0.254 -2.909 3.770 -0.089 0.012 -0.084
O 1.323 -2.491 4.625 -0.050 -0.046 0.028
C 0.089 -4.428 4.026 0.037 -0.071 -0.244
C -0.889 -5.284 3.193 -0.006 0.164 0.044
C -0.449 -5.665 1.798 0.030 0.051 0.065
C -1.148 -5.265 0.664 -0.091 0.108 -0.006
C -0.754 -5.656 -0.608 -0.004 0.000 0.011
C 0.351 -6.476 -0.744 -0.062 0.052 0.027
Cl 0.830 -7.012 -2.323 0.064 -0.015 -0.077
C 1.068 -6.887 0.366 0.136 -0.080 0.057
C 0.665 -6.479 1.626 0.030 -0.013 -0.029
C 0.802 -2.716 2.342 0.045 0.076 0.268
N 1.394 -1.426 2.037 -0.098 -0.010 0.171
C 0.796 -0.297 1.652 -0.079 -0.051 0.053
N 1.682 0.565 1.212 0.054 -0.145 -0.036
C 2.865 -0.101 1.357 -0.167 -0.120 0.186
N 2.742 -1.309 1.857 0.063 0.098 -0.145
H -1.555 0.001 4.412 0.029 -0.038 0.033
H 0.146 -0.235 4.000 0.000 0.046 -0.015
H -0.420 -0.636 5.607 0.020 -0.008 -0.007
H -2.933 -1.506 3.206 0.033 -0.010 -0.016
H -2.274 -2.976 2.496 0.001 0.083 -0.018
H -1.604 -1.409 2.061 -0.091 -0.089 0.008
H -2.635 -2.056 5.547 0.027 -0.023 0.011
H -1.193 -2.888 6.129 -0.041 0.013 -0.007
H -2.276 -3.686 4.968 0.020 0.093 0.087
H 1.054 -2.629 5.539 -0.021 0.021 -0.012
H -0.191 -4.542 5.077 0.080 -0.035 -0.035
H 1.092 -4.850 3.930 0.013 -0.008 0.003
H -1.866 -4.806 3.147 -0.011 -0.062 -0.011
H -1.030 -6.214 3.750 -0.051 -0.014 0.039
H -2.020 -4.626 0.761 0.040 0.010 0.010
H -1.293 -5.325 -1.486 0.051 0.004 0.048
H 1.934 -7.524 0.244 -0.012 0.015 -0.026
H 1.225 -6.810 2.495 0.007 0.008 -0.029
H 0.031 -2.922 1.607 -0.050 -0.018 -0.107
H 1.606 -3.432 2.199 0.059 -0.057 -0.043
H -0.263 -0.120 1.663 0.117 -0.071 0.017
H 3.819 0.323 1.083 -0.059 -0.029 -0.031